(1)
Density functional theory data (ωB97M-V/def2-TZVPD) for a 2-piece molecular cluster, C30H48BF5N2O13S overall.

Structure (XYZ):
```
100
Properties=species:S:1:pos:R:3
C 0.2487 0.7100 -5.5639
C 1.6530 1.2801 -5.3739
O 2.5521 0.2915 -4.8999
C 3.4750 0.8244 -3.9557
C 4.7178 -0.0431 -3.8558
O 4.4283 -1.4255 -3.7654
C 3.5520 -1.7596 -2.7220
C 4.0179 -1.4259 -1.2946
O 3.1134 -2.0559 -0.3735
C 1.9008 -1.3392 -0.3613
C 1.2546 -1.4682 1.0312
C 2.2402 -1.0132 2.1277
C 2.9975 0.3062 1.9062
C 0.9898 -2.9650 1.2264
C 0.3641 -3.2426 2.5979
C -0.9966 -2.5046 2.6834
S -1.4106 -2.6532 4.4663
C -1.9978 -3.2738 1.7567
C -3.4062 -3.5547 2.2868
C -4.3653 -3.7201 1.0817
C -5.7825 -4.1012 1.4882
N -6.5232 -3.0305 2.1570
C -6.6555 -1.8519 1.4344
C -6.4535 -0.5296 2.1689
O -6.9050 -1.8420 0.2485
C -0.8880 -0.9701 2.2962
C -2.3251 -0.4710 1.9639
O -0.3838 -0.1665 3.3043
N -0.0678 -0.7663 1.0363
C -0.0017 0.6624 0.5901
C -0.8262 0.9082 -0.7016
C -1.6932 2.1926 -0.5971
C -3.0496 1.9824 -1.2516
F -2.8802 1.8477 -2.5895
F -3.6533 0.8639 -0.7614
C -4.0401 3.1801 -1.0074
F -3.9271 4.0853 -1.9749
F -5.3065 2.7113 -1.0089
F -3.8291 3.7420 0.1932
H 0.2494 -0.3675 -5.7241
H -0.3916 0.9374 -4.7080
H -0.2246 1.1689 -6.4333
H 1.5903 2.1290 -4.6869
H 2.0247 1.6607 -6.3311
H 2.9774 0.8420 -2.9754
H 3.7934 1.8334 -4.2054
H 5.3631 0.3215 -3.0540
H 5.2894 0.0821 -4.7780
H 3.4639 -2.8497 -2.7416
H 2.5507 -1.3700 -2.9514
H 5.0024 -1.8792 -1.1719
H 4.1014 -0.3712 -1.0085
H 1.2140 -1.8012 -1.0884
H 2.1283 -0.3000 -0.6112
H 1.7971 -0.9737 3.1214
H 2.9954 -1.7973 2.1690
H 3.7221 0.4013 2.7162
H 3.5798 0.3360 0.9885
H 2.3492 1.1799 1.9744
H 0.3440 -3.3483 0.4282
H 1.9294 -3.5065 1.1648
H 1.0281 -2.9707 3.4161
H 0.1965 -4.3170 2.6728
H -2.4867 -1.8603 4.6163
H -2.0909 -2.7885 0.7807
H -1.5491 -4.2440 1.5417
H -3.4373 -4.4777 2.8645
H -3.8065 -2.7474 2.9008
H -4.3373 -2.7868 0.5120
H -3.9478 -4.5048 0.4435
H -6.3440 -4.3699 0.5937
H -5.7499 -5.0005 2.1041
H -6.2144 -2.8573 3.1032
H -7.3370 0.0923 2.0566
H -5.6330 -0.0366 1.6439
H -6.1710 -0.6629 3.2141
H -2.7189 -0.8483 1.0247
H -2.9550 -0.7482 2.8058
H -2.3444 0.6199 1.9216
H -1.0973 0.2786 3.7661
H -0.6234 -1.2420 0.3193
H 1.0163 0.9786 0.4009
H -0.3875 1.3239 1.3587
H -1.5065 0.0806 -0.9112
H -0.1263 1.0623 -1.5192
H -1.8468 2.5119 0.4319
H -1.2041 2.9846 -1.1635
B 4.2941 4.9968 0.2321
O 5.0221 5.5797 1.3641
C 4.3009 6.5800 1.8718
O 4.6073 7.2611 2.8032
C 3.0094 6.6922 1.0544
O 2.1239 7.4746 1.2307
O 3.0399 5.7531 0.1085
O 5.0890 5.0497 -1.0175
C 5.2640 3.8249 -1.4748
O 5.8608 3.5131 -2.4671
C 4.5612 2.8569 -0.5169
O 4.4977 1.6551 -0.6226
O 4.0176 3.5512 0.4546
```

Output
LUMO level: -0.8 eV

***

(2)
Density functional theory data (ωB97M-V/def2-TZVPD) for C30H48BKN6S3SeSi as an isolated structure.

Structure (XYZ):
```
91
Properties=species:S:1:pos:R:3
K -0.5726 -1.0980 -0.9672
C -1.0178 -2.2703 4.6748
C -0.6375 -0.8299 4.6092
C -0.0717 -0.1612 5.6461
C 0.3360 1.1945 5.4892
N 0.2841 1.7662 4.3271
N -0.2554 1.1114 3.2922
B -0.1679 1.8142 1.9502
N -1.5342 2.3468 1.4830
N -2.3027 2.5655 2.5624
C -3.4286 3.1909 2.4622
C -3.8739 3.6739 1.2030
C -3.1157 3.4719 0.0968
C -3.5333 3.9748 -1.2454
C -1.8688 2.7551 0.2272
S -0.9050 2.4398 -1.1087
C -4.2350 3.3999 3.7337
C -4.4187 4.9076 3.9565
C -5.6012 2.7215 3.5637
C -3.5084 2.7986 4.9372
N 0.8708 2.9754 1.9749
N 0.8571 4.2042 2.4317
C 1.9388 4.9207 2.2275
C 3.0684 4.3674 1.5687
C 3.0654 3.0834 1.0888
C 4.2091 2.4078 0.4090
C 1.8613 2.3895 1.3004
S 1.2186 0.8582 0.8878
C 1.9418 6.3533 2.7438
C 3.0354 6.4981 3.8111
C 0.5867 6.7253 3.3538
C 2.2421 7.3024 1.5755
C -0.8502 -0.1126 3.3790
S -1.7584 -0.7254 2.1230
C 0.8791 2.0061 6.6560
C 1.1556 3.4521 6.2343
C 2.1767 1.3702 7.1695
C -0.1738 2.0007 7.7738
H -0.7838 -2.6911 5.6516
H -0.4824 -2.8179 3.8945
H -2.0802 -2.3953 4.4649
H 0.1022 -0.6748 6.5837
H -4.8135 4.2061 1.1240
H -4.4692 4.5280 -1.1747
H -3.6485 3.1432 -1.9413
H -2.7588 4.6206 -1.6599
H -4.9528 5.3756 3.1273
H -3.4492 5.4004 4.0568
H -4.9916 5.0830 4.8686
H -6.1547 3.1487 2.7253
H -6.2000 2.8477 4.4672
H -5.4717 1.6537 3.3780
H -2.5329 3.2692 5.0678
H -3.3413 1.7298 4.7946
H -4.1034 2.9490 5.8400
H 3.9563 4.9741 1.4377
H 5.0714 3.0659 0.3266
H 3.9164 2.0739 -0.5882
H 4.4907 1.5153 0.9717
H 2.8856 5.7855 4.6244
H 3.0052 7.5058 4.2279
H 4.0287 6.3352 3.3878
H 0.3354 6.0658 4.1833
H -0.2060 6.6432 2.6099
H 0.6208 7.7539 3.7171
H 3.2299 7.1174 1.1491
H 2.2132 8.3347 1.9268
H 1.4991 7.1892 0.7839
H 1.9108 3.4869 5.4488
H 1.5061 4.0268 7.0940
H 0.2510 3.9179 5.8418
H 2.9394 1.3716 6.3888
H 2.0163 0.3386 7.4884
H 2.5524 1.9355 8.0242
H -1.1260 2.3903 7.4087
H 0.1612 2.6295 8.6007
H -0.3411 0.9939 8.1604
C 2.4282 -5.4281 -1.5853
Si 1.7458 -5.1168 0.1509
C 3.0978 -5.4912 1.4189
C 0.2971 -6.3009 0.4227
Se 1.1488 -2.9766 0.4299
H 2.7975 -6.4547 -1.6794
H 3.2519 -4.7453 -1.7987
H 1.6561 -5.2727 -2.3412
H 3.4430 -6.5286 1.3616
H 2.7238 -5.3032 2.4265
H 3.9495 -4.8301 1.2517
H 0.6397 -7.3406 0.3974
H -0.4611 -6.1728 -0.3521
H -0.1755 -6.1180 1.3888
```

Output
LUMO level: -0.5 eV
energy above the lowest of the compared OMol25 structures with the same formula, charge and spin: 0.076 eV